# 1
Computed, not measured: a single C5H6O2 molecule in a non-equilibrium geometry, with ωB97M-V/def2-TZVPD.

2S+1: 1
Lowest unoccupied orbital energy, eV: 0.69
Energy above the lowest of the compared OMol25 structures with the same formula, charge and spin, kcal/mol: 92.7
SMILES string: O=C[C@H]1CC=CO1
Calculated total energy, hartree: -344.45420
HOMO level, Eh: -0.33100

Geometry (Å):
O -0.98355 -0.60933 -2.43226
C 0.02213 -0.75140 -1.80722
C -0.08640 -0.89062 -0.13552
C 0.95119 0.26277 0.35425
C -0.03175 1.19809 1.00884
C -1.14340 0.53327 1.05224
O -1.44752 -0.68035 0.41409
H 1.22866 -0.88464 -2.05090
H 0.31278 -1.92400 0.35889
H 1.25796 0.75091 -0.75061
H 1.81066 0.08297 1.11173
H 0.17116 2.12020 1.22257
H -2.06193 0.79215 1.65391

=====

# 2
Computed, not measured: C3H2AgFO2 as an isolated structure in a non-equilibrium geometry, with ωB97M-V/def2-TZVPD.

2S+1: 2
Expectation value of S²: 0.75
Lowest unoccupied orbital energy (spin up / spin down), eV: 4.03 / 3.31
Energy above the lowest of the compared OMol25 structures with the same formula, charge and spin, kcal/mol: 9.8
Calculated total energy, hartree: -512.75005
Net charge: -1
HOMO level (spin up / spin down), Eh: -0.08127 / -0.13606

Geometry (Å):
C 0.50144 -1.43795 -0.20566
C -0.66118 1.49445 -0.27237
O 0.71655 -0.91447 -1.28268
O -0.09300 -0.53452 0.78298
C 0.04205 0.80174 0.62771
H -0.46168 2.52825 -0.54656
F -1.77329 0.98124 -0.85705
H 0.86819 1.29224 1.14716
Ag 0.86093 -4.21098 0.60646